# 1
Here is the molecule CH5N3OS from OMol25. Energies are from ωB97M-V/def2-TZVPD.

```
! wB97M-V def2-TZVPD RIJCOSX def2/J DEFGRID3
* xyz 0 1
C -0.4704 -0.2600 0.5122
H -0.6043 1.1334 -2.3949
H 1.1454 0.7811 -0.1144
H -1.8899 -0.7322 -0.6170
H -0.6439 -0.0865 2.4450
H 1.8680 0.0755 2.2765
N 0.3367 0.3132 -0.4513
N -1.5890 -0.8144 0.3812
N 0.0767 -0.2820 1.8459
O 1.1011 0.6406 2.1140
S 0.1480 0.0467 -2.1257
*
```

Output
SMILES ... [H]/N=C(/NO)NS
E ... -678.72608 a.u.
Energy relative to the best compared isomer or geometry (same formula, charge and spin) ... 131.0 kJ/mol



# 2
Here is the molecule CH5N3S from OMol25. Energies are from ωB97M-V/def2-TZVPD.

```
! wB97M-V def2-TZVPD RIJCOSX def2/J DEFGRID3
* xyz 0 1
C -0.2618 -0.1713 -0.2281
H 0.3683 -2.0717 -1.0797
H 1.5100 -0.8295 -1.0672
H -1.8268 -1.1003 -0.0829
H 1.4487 0.7780 0.2706
H -0.7603 1.4513 1.9595
N 0.5734 -1.1005 -0.9357
N -1.5129 -0.1322 -0.0137
N 0.5047 0.9640 0.0590
S -0.0434 2.2121 1.1182
*
```

Output
SMILES ... [H]/N=C(\N)NS
E ... -603.53165 a.u.
Energy relative to the best compared isomer or geometry (same formula, charge and spin) ... 37.4 kJ/mol



# 3
Here is the molecule CH5N3S from OMol25. Energies are from ωB97M-V/def2-TZVPD.

```
! wB97M-V def2-TZVPD RIJCOSX def2/J DEFGRID3
* xyz 0 1
C -0.1268 0.5540 0.0455
H 1.6998 -1.6768 0.9702
H 1.8101 -0.2935 -0.4218
H -0.5975 -1.4389 -0.1314
H -2.1898 0.2974 -0.3487
H -1.7389 1.9185 -0.4127
N 1.5333 -1.3504 -0.0033
N 0.2258 -0.7712 0.1120
N -1.4967 0.8995 -0.2102
S 0.8807 1.8612 0.4004
*
```

Output
SMILES ... NNC(N)=S
E ... -603.47438 a.u.
Energy relative to the best compared isomer or geometry (same formula, charge and spin) ... 187.8 kJ/mol



# 4
Here is the ion CH5N4 with charge +1 from OMol25. Energies are from ωB97M-V/def2-TZVPD.

```
! wB97M-V def2-TZVPD RIJCOSX def2/J DEFGRID3
* xyz 1 1
C -0.1503 -0.2070 0.0661
N -1.3022 -0.4517 -0.6134
N -1.2353 0.4477 0.5625
N 1.0297 -0.8650 0.3186
N 1.1456 0.4046 -0.3708
H -1.6463 0.0484 -1.3413
H -1.8147 0.2151 1.3578
H 1.3382 -1.1126 1.2953
H 1.2849 0.2492 -1.3108
H 1.3504 1.2712 0.0360
*
```

Output
SMILES ... N1NC12N[NH2+]2
E ... -259.67918 a.u.
Energy relative to the best compared isomer or geometry (same formula, charge and spin) ... 348.0 kJ/mol



# 5
Here is the ion CH5N4O2 with charge +1 from OMol25. Energies are from ωB97M-V/def2-TZVPD.

```
! wB97M-V def2-TZVPD RIJCOSX def2/J DEFGRID3
* xyz 1 1
C 1.9301 0.2187 0.0841
N 2.1061 -1.0590 0.2350
N -1.8579 0.8287 0.3791
N 0.4409 0.4807 -0.1385
N -0.6591 -0.1805 0.0032
O 2.6336 1.1924 0.0366
O -0.8687 -1.3633 -0.0282
H 1.3258 -1.6367 -0.0855
H 2.8761 -1.5104 0.7372
H -1.5674 1.8483 0.1030
H -2.6461 0.4468 -0.0158
H 0.2723 1.5395 -0.3359
*
```

Output
SMILES ... NC(=O)N[N+](N)=O
E ... -410.19849 a.u.
Energy relative to the best compared isomer or geometry (same formula, charge and spin) ... 248.2 kJ/mol



# 6
Here is a cluster of 2 separate species, CH5N4O2 in total from OMol25. Energies are from ωB97M-V/def2-TZVPD.

```
! wB97M-V def2-TZVPD RIJCOSX def2/J DEFGRID3
* xyz 1 1
C 0.5030 -0.2763 -1.9972
N -1.4345 0.4887 1.2713
N 1.4310 -0.6151 -1.2190
N -0.4599 -0.0136 0.7179
N -0.2903 0.2561 -2.6635
O 0.6187 -0.4237 1.4095
O -1.2866 0.7611 2.6263
H 2.2117 -0.9964 -1.7603
H 1.2688 -0.9969 -0.3453
H -1.1419 0.5195 -3.0428
H 0.5792 -0.1744 2.3082
H -1.9993 1.4710 2.6950
*
```

Output
E ... -410.19296 a.u.
Energy relative to the best compared isomer or geometry (same formula, charge and spin) ... 262.8 kJ/mol



# 7
Here is a cluster of 2 separate species, CH5N4O2 in total from OMol25. Energies are from ωB97M-V/def2-TZVPD.

```
! wB97M-V def2-TZVPD RIJCOSX def2/J DEFGRID3
* xyz 1 1
C -0.7793 0.0581 0.1462
N 4.0036 -0.1371 -0.2942
N -1.8952 0.2362 -0.5341
N -0.5823 -1.0890 0.9041
N 0.2511 0.8918 0.0098
O 2.9390 -0.1357 -0.6833
O 1.3387 0.5951 0.6276
H -2.6713 -0.4804 -0.7428
H -1.9446 1.1682 -1.0247
H -1.2558 -1.7060 0.4507
H 0.2950 -1.3017 1.3717
H 0.3011 1.9004 -0.2310
*
```

Output
E ... -410.18673 a.u.
Energy relative to the best compared isomer or geometry (same formula, charge and spin) ... 279.1 kJ/mol



# 8
Here is the ion CH5N4O2S with charge +1 from OMol25. Energies are from ωB97M-V/def2-TZVPD.

```
! wB97M-V def2-TZVPD RIJCOSX def2/J DEFGRID3
* xyz 1 1
C 0.2399 0.1962 -0.1028
N -0.8206 -0.3763 -0.7468
N 0.3832 -0.0354 1.1905
N 3.6217 -0.5217 0.1028
N 1.2239 0.8581 -0.7336
O 2.7825 -1.3368 0.3108
O 4.7817 -0.4961 -0.1283
S 2.7658 1.2919 -0.1925
H -1.6146 -0.5939 -0.1079
H -1.1377 -0.0708 -1.6314
H -0.2862 -0.6157 1.6401
H 1.3382 0.0248 1.6082
H 1.3464 0.9600 -1.8153
*
```

Output
SMILES ... NC(N)=[NH+]S[N+](=O)[O-]
E ... -808.43403 a.u.
Energy relative to the best compared isomer or geometry (same formula, charge and spin) ... 0.0 kJ/mol



# 9
Here is a cluster of 2 separate species, CH5N4OS in total from OMol25. Energies are from ωB97M-V/def2-TZVPD.

```
! wB97M-V def2-TZVPD RIJCOSX def2/J DEFGRID3
* xyz -1 1
C 0.5561 1.2212 -0.6373
N 0.3903 -0.2073 1.3058
N -0.1022 2.2938 -0.2536
N -1.6406 -1.8361 -0.7728
N 0.8745 0.0938 0.0196
O -1.9784 -1.2335 0.3063
S 2.0691 -0.9618 -0.5006
H 1.0519 1.1697 -1.5966
H 0.5829 -1.1901 1.4095
H -0.7357 -0.3474 1.1493
H -0.2683 2.3225 0.7585
H -0.7996 -1.3248 -1.1880
*
```

Output
E ... -733.42556 a.u.
Energy relative to the best compared isomer or geometry (same formula, charge and spin) ... 109.1 kJ/mol



# 10
Here is a cluster of 2 separate species, CH5N5O2 in total from OMol25. Energies are from ωB97M-V/def2-TZVPD.

```
! wB97M-V def2-TZVPD RIJCOSX def2/J DEFGRID3
* xyz 0 1
C 0.8265 0.9656 -1.1971
N 0.2130 0.2416 -1.9623
N 1.6208 1.5817 -0.5152
N -1.5020 -1.4433 0.9622
N -0.5137 -0.4529 0.9573
N 0.0243 -0.2182 2.0528
O 0.9353 0.9179 2.0377
O -0.2295 -0.6959 3.1360
H -0.7822 0.2946 -1.9569
H 2.3591 2.2835 -0.5580
H 1.0720 1.1748 1.0929
H -2.0544 -1.1754 0.1401
H -1.9243 -1.8576 1.8183
*
```

Output
SMILES ... N/N=[N+](\[O-])O.N=C=N
E ... -465.17749 a.u.
Energy relative to the best compared isomer or geometry (same formula, charge and spin) ... 130.7 kJ/mol



# 11
Here is the molecule CH5NO from OMol25. Energies are from ωB97M-V/def2-TZVPD.

```
! wB97M-V def2-TZVPD RIJCOSX def2/J DEFGRID3
* xyz 0 1
N -0.3202 -0.5040 1.0104
C -0.3587 0.1038 -0.2972
O 0.9291 0.1463 -0.9270
H 0.0906 -1.4350 0.9308
H 0.3400 0.0072 1.5908
H -0.7511 1.1104 -0.2065
H -1.0392 -0.4830 -0.9200
H 1.1095 1.0543 -1.1812
*
```

Output
SMILES ... NCO
E ... -171.08219 a.u.
Energy relative to the best compared isomer or geometry (same formula, charge and spin) ... 0.0 kJ/mol



# 12
Here is a cluster of 2 separate species, CH5NO2 in total from OMol25. Energies are from ωB97M-V/def2-TZVPD.

```
! wB97M-V def2-TZVPD RIJCOSX def2/J DEFGRID3
* xyz 0 1
C -1.0017 0.4354 -2.6208
H -1.2495 -0.3384 -3.2626
H -1.1822 1.4172 -3.1211
H 1.2613 -1.8267 2.2750
H -0.3982 0.0643 1.9084
H 1.1121 0.8191 1.9989
N 0.6564 -0.0426 1.7229
O -0.3849 0.3851 -1.5822
O 1.1866 -0.9134 2.6816
*
```

Output
SMILES ... C=O.NO
E ... -246.22140 a.u.
Energy relative to the best compared isomer or geometry (same formula, charge and spin) ... 355.7 kJ/mol